Entry 1:
{"formula": "C21H25BIN3O2S", "method": "ωB97M-V with the def2-TZVPD basis set", "elements": ["C", "C", "C", "C", "C", "C", "C", "C", "C", "C", "C", "C", "C", "C", "C", "C", "C", "C", "O", "I", "C", "N", "S", "N", "C", "C", "B", "N", "O", "H", "H", "H", "H", "H", "H", "H", "H", "H", "H", "H", "H", "H", "H", "H", "H", "H", "H", "H", "H", "H", "H", "H", "H", "H"], "positions_angstrom": [[0.48539, 2.63151, -4.32513], [0.37781, 1.32160, -3.29117], [-0.99229, 0.41719, -3.61068], [-0.81796, -1.17392, -3.25608], [-1.55290, -1.66380, -1.87443], [-1.57118, -0.44601, -0.76991], [-0.08843, -0.01722, -0.12577], [1.30388, -0.77553, -0.55672], [2.25863, -1.23269, 0.69524], [3.90284, -1.16212, 0.48135], [4.92077, -1.56735, 1.73214], [4.22672, -2.02210, 3.16583], [2.58221, -2.09456, 3.34450], [1.96181, -2.55013, 4.79965], [1.53937, -1.69391, 2.10082], [-0.09759, 1.25475, 0.96031], [1.25885, 1.86536, 1.67275], [1.38463, 1.55677, 3.27804], [0.49638, 0.91528, 4.04148], [3.19878, 2.31044, 4.33570], [-1.52692, 2.01108, 1.38756], [-1.61988, 3.16396, 2.38008], [-3.33555, 3.54036, 2.46518], [-4.02829, 2.39391, 1.29258], [-2.93707, 1.52463, 0.70751], [-2.99085, 0.29291, -0.39645], [-4.46947, -0.05984, -1.03364], [-5.71809, 0.14561, -0.18978], [-4.69392, -0.54449, -2.43714], [-0.26065, 2.56256, -5.22747], [0.17817, 3.59093, -3.68669], [1.60498, 2.78257, -4.63185], [1.36092, 0.64787, -3.35071], [0.37275, 1.78506, -2.21078], [-1.96777, 0.91553, -3.17493], [-1.11231, 0.47969, -4.79687], [0.32599, -1.47918, -3.25383], [-1.34361, -1.77398, -4.14357], [-0.85259, -2.51262, -1.41145], [-2.59165, -2.17798, -2.05652], [1.16651, -1.70559, -1.25330], [1.93468, 0.01761, -1.18652], [4.32401, -0.79977, -0.57271], [6.08078, -1.47314, 1.55766], [4.96739, -2.27746, 4.04094], [2.83719, -2.47981, 5.57833], [1.16096, -1.74696, 5.09722], [1.47265, -3.63685, 4.77187], [0.36507, -1.72709, 2.20270], [2.21998, 1.53680, 1.04643], [1.20269, 3.04641, 1.54632], [-6.42834, -0.60628, -0.32790], [-5.42475, 0.18529, 0.82263], [-5.05073, -1.49530, -2.35280]], "atomic_forces_ev_per_a": [[-0.085, 0.275, 1.350], [-0.178, 0.436, -0.079], [0.838, 0.339, -1.187], [-0.816, -0.174, -0.744], [1.198, -0.090, 1.038], [-1.579, 2.100, 1.387], [-2.728, 2.927, 2.372], [0.858, 0.823, 0.294], [1.327, -0.596, 2.638], [-1.428, -1.090, 3.672], [-4.970, 0.167, -0.019], [-1.964, 1.091, -3.493], [1.081, 0.697, -2.580], [0.467, 0.692, -0.747], [5.397, 0.175, -0.721], [-1.504, -1.784, -1.415], [-0.474, 0.315, -1.049], [-4.917, -3.552, 3.231], [5.775, 4.268, -5.447], [-1.125, -0.430, -0.945], [-0.345, 0.231, 0.036], [-2.468, -4.194, -3.936], [2.383, -3.842, -3.319], [4.557, -1.572, -0.403], [1.033, 2.230, 2.316], [3.988, 0.599, 0.819], [-1.576, -0.283, -0.542], [2.846, -1.702, 0.085], [0.317, -1.499, 3.131], [1.716, -0.005, 1.647], [0.625, -2.011, -1.541], [-2.277, -0.281, 0.258], [-2.251, 1.352, -0.143], [-0.156, -1.158, -1.993], [2.074, -1.173, -0.626], [0.248, -0.167, 2.537], [-2.416, 0.755, 0.016], [1.250, 1.191, 1.961], [-1.601, 1.761, -0.859], [1.977, 1.520, 0.393], [-0.178, 1.881, 1.413], [-1.385, -1.715, 1.299], [-1.016, -0.899, 2.615], [-2.643, -0.301, 0.577], [-1.892, 0.515, -1.787], [-1.794, -0.377, -1.475], [1.441, -1.642, -0.575], [1.200, 2.465, 0.001], [2.761, 0.136, -0.134], [-2.027, 0.444, 1.834], [0.050, -2.437, 0.541], [0.645, 1.166, 0.068], [-0.836, 0.137, -1.402], [0.580, 2.284, -0.372]], "mol_weight_da": 521.2, "lumo_energy_ev": -1.7, "homo_energy_ha": -0.3053, "orbital_gap_ev": 6.62}



Entry 2:
{"formula": "C23H21HgN6O2", "method": "ωB97M-V with the def2-TZVPD basis set", "elements": ["Hg", "C", "C", "C", "C", "C", "C", "N", "N", "C", "C", "C", "C", "C", "N", "H", "H", "H", "H", "H", "H", "H", "H", "H", "C", "N", "N", "C", "O", "C", "C", "C", "C", "C", "C", "C", "C", "C", "H", "H", "H", "H", "H", "H", "H", "H", "H", "H", "H", "H", "O", "C", "N"], "positions_angstrom": [[-0.10657, -0.36255, 3.07073], [-4.44053, 1.48589, 0.52917], [-3.47779, 2.39058, 0.03711], [-2.37316, 2.67367, 0.79261], [-2.18676, 1.96142, 2.04070], [-3.23567, 1.16444, 2.52479], [-4.29969, 0.89313, 1.73635], [-0.99302, 1.98794, 2.72077], [-0.04988, 2.77408, 2.22034], [1.15598, 2.32982, 2.42748], [2.22395, 3.19920, 2.04591], [3.51337, 2.79524, 2.19717], [3.82279, 1.45528, 2.59203], [2.76559, 0.69262, 3.08484], [1.51641, 1.05950, 2.91277], [-5.34012, 1.40802, -0.06537], [-3.72394, 2.87087, -0.91444], [-1.64481, 3.44511, 0.54715], [-3.15345, 0.74182, 3.53729], [-4.87826, 0.03715, 2.07250], [1.88753, 4.10676, 1.56496], [4.30486, 3.46654, 1.95168], [4.84462, 1.09914, 2.60330], [2.86048, -0.20915, 3.67198], [0.42042, -3.28048, -3.51588], [-0.05519, -2.49026, -2.37672], [0.83408, -1.54751, -1.70641], [0.29601, -1.39743, -0.37182], [0.77117, -0.61957, 0.43677], [-0.79566, -2.38851, -0.28551], [-0.90388, -3.04828, -1.47082], [-1.96126, -4.01229, -1.82420], [1.62360, -0.62990, -2.38525], [2.78367, -0.09147, -1.70974], [3.36061, 1.06791, -2.16520], [2.82763, 1.69308, -3.31467], [1.66765, 1.18018, -3.88943], [1.20069, -0.11955, -3.61388], [0.15728, -4.30762, -3.26091], [1.56196, -3.19268, -3.50092], [-0.04557, -2.93522, -4.42444], [-1.37227, -2.79439, 0.53850], [-2.92282, -3.90878, -1.29963], [-1.61513, -5.05911, -1.61153], [-2.21190, -4.01693, -2.88848], [2.94300, -0.36279, -0.69493], [4.24012, 1.47603, -1.62558], [3.30916, 2.61422, -3.60036], [1.00529, 1.78033, -4.57923], [0.46025, -0.56839, -4.32662], [-2.73284, -2.65231, 5.46531], [-2.19971, -2.13627, 4.55456], [-1.63832, -1.71856, 3.54521]], "atomic_forces_ev_per_a": [[-0.604, 0.493, 0.353], [-0.235, 1.175, -1.889], [-1.018, -0.022, 0.224], [0.557, -0.326, 1.127], [-0.549, 1.269, -1.056], [2.065, 0.352, 1.264], [-0.711, -1.652, 0.659], [0.052, -0.640, 0.036], [-1.787, -0.416, 0.034], [2.673, -0.868, 0.007], [-0.331, -0.610, 0.235], [-0.171, -1.028, -0.524], [-0.719, 0.292, 1.075], [2.047, 0.416, -0.678], [-3.145, 1.155, 0.013], [-0.047, -0.571, -0.024], [0.447, 0.048, 0.355], [-0.067, -0.459, -0.224], [0.114, -0.016, -0.656], [-0.770, 0.523, -0.116], [0.343, 0.301, 0.330], [0.502, 0.286, -0.292], [-0.107, 0.046, 0.313], [0.546, -0.333, -0.442], [1.804, 0.320, 1.450], [0.907, 0.692, -0.593], [-2.345, -2.766, 1.285], [-0.096, -1.487, -0.910], [-0.178, 0.334, 0.562], [0.652, -0.388, -0.055], [0.009, 2.519, 0.704], [-0.141, -2.122, -0.513], [1.063, 0.560, -0.074], [-2.437, 0.094, -0.437], [0.561, -0.005, -1.030], [-0.072, -0.074, 1.323], [-0.286, 0.088, -1.581], [-0.143, 1.112, 0.009], [0.142, -0.053, -0.590], [-1.606, -0.181, -0.508], [0.174, -0.065, -0.450], [0.241, 0.956, 0.381], [0.651, 0.398, 0.147], [-0.244, 0.751, -0.123], [0.186, 0.210, 0.055], [0.374, -0.731, 0.504], [-0.762, -0.180, -0.520], [-0.441, 0.289, -0.303], [1.396, -0.678, 0.303], [0.407, 0.442, 1.390], [-0.209, 0.258, -0.061], [1.723, 0.505, -1.946], [-0.417, -0.211, 1.456]], "mol_weight_da": 614.1, "lumo_energy_ev": [0.1, -0.7], "homo_energy_ha": [-0.2375, -0.2736], "orbital_gap_ev": [6.57, 6.75], "multiplicity": 2, "s2": 0.78, "de_lowest_kj_mol": 9.6}



Entry 3:
{"formula": "C22H14ClN6O6S2V", "method": "ωB97M-V with the def2-TZVPD basis set", "elements": ["V", "S", "C", "C", "N", "C", "S", "C", "N", "O", "C", "O", "C", "C", "Cl", "N", "N", "C", "C", "O", "O", "C", "C", "C", "C", "C", "C", "H", "H", "H", "H", "H", "H", "O", "C", "N", "C", "O", "C", "C", "C", "C", "N", "C", "H", "H", "H", "H", "H", "H", "H", "H"], "positions_angstrom": [[-0.28328, -0.91354, 0.93547], [-2.51276, -1.02625, 0.81466], [-2.87818, -2.57016, 1.52894], [-4.23390, -2.80657, 1.93513], [-5.32958, -2.96717, 2.24420], [-1.91402, -3.50541, 1.61522], [-0.31457, -3.18418, 1.01730], [-2.17257, -4.81268, 2.14901], [-2.37468, -5.85720, 2.58473], [4.40592, 0.46179, 3.97087], [4.78059, 0.10150, 2.75151], [5.92208, 0.13998, 2.40078], [3.71931, -0.40993, 1.80461], [3.97450, -0.87260, 0.51596], [5.46497, -0.93646, -0.25301], [2.80231, -1.23771, -0.06943], [1.79987, -0.99975, 0.78777], [2.33407, -0.51975, 1.91480], [1.33290, -0.23454, 2.99225], [1.58489, 0.20002, 4.06794], [0.06907, -0.53982, 2.58288], [2.47926, -1.80647, -1.36843], [1.15204, -1.80325, -1.78386], [0.78721, -2.33601, -3.00376], [1.75459, -2.88205, -3.83339], [3.07285, -2.90625, -3.41307], [3.44397, -2.37867, -2.18340], [3.44658, 0.38354, 4.13781], [0.35877, -1.42544, -1.15991], [-0.25379, -2.33361, -3.29747], [1.47619, -3.29989, -4.79178], [3.83515, -3.35093, -4.03908], [4.47211, -2.44101, -1.87505], [-6.08677, 3.19818, -0.42014], [-5.06992, 4.17078, -0.45464], [-3.85317, 3.37694, -0.52827], [-2.64483, 3.96193, -0.55586], [-2.47726, 5.16591, -0.53221], [-1.43861, 3.05269, -0.61473], [-0.25786, 3.57717, -1.12045], [0.86705, 2.77155, -1.16484], [0.78622, 1.48678, -0.67898], [-0.34299, 0.96891, -0.14808], [-1.43604, 1.76386, -0.12994], [-6.94462, 3.62868, -0.34873], [-5.04474, 4.78974, 0.44248], [-5.14181, 4.82135, -1.32730], [-3.99390, 2.39082, -0.67313], [-0.24660, 4.60605, -1.45997], [1.80401, 3.13088, -1.56717], [1.64930, 0.84385, -0.72635], [-2.32937, 1.36440, 0.32812]], "atomic_forces_ev_per_a": [[-0.853, -0.537, -1.491], [0.031, -0.082, 0.025], [-0.404, 0.121, 0.016], [0.051, 0.024, -0.044], [0.153, 0.030, -0.031], [0.080, -0.369, 0.031], [0.000, 0.132, -0.049], [-0.006, 0.031, 0.000], [0.064, 0.137, -0.079], [-0.252, 0.034, -0.010], [-0.002, -0.287, 0.017], [0.003, 0.095, -0.044], [-0.072, 0.190, 0.199], [0.136, -0.013, -0.157], [0.093, 0.021, -0.057], [-0.116, -0.065, -0.214], [0.313, -0.089, 0.316], [-0.209, -0.107, -0.030], [0.138, -0.127, -0.375], [0.087, 0.078, 0.244], [0.591, 0.735, 1.665], [0.058, 0.055, 0.114], [0.173, 0.004, 0.047], [-0.016, -0.047, -0.049], [0.001, -0.018, -0.042], [0.026, -0.012, -0.007], [0.076, -0.056, 0.032], [0.055, 0.021, -0.028], [-0.157, 0.220, -0.076], [0.011, 0.011, 0.010], [0.018, 0.013, 0.029], [-0.020, 0.010, 0.021], [-0.028, -0.027, -0.036], [-0.001, 0.119, 0.014], [0.025, -0.235, -0.015], [-0.015, 0.085, 0.075], [0.009, 0.064, -0.014], [-0.015, -0.056, -0.006], [-0.027, 0.082, -0.039], [0.059, 0.057, -0.034], [-0.013, 0.126, -0.051], [-0.210, -0.163, -0.006], [-0.013, 0.077, 0.008], [0.122, -0.163, 0.099], [0.022, -0.010, -0.010], [0.006, 0.019, 0.088], [-0.020, 0.029, -0.092], [0.013, -0.008, -0.037], [-0.005, -0.037, 0.006], [-0.022, -0.008, 0.010], [0.029, -0.045, 0.038], [0.034, -0.062, 0.016]], "mol_weight_da": 608.9, "lumo_energy_ev": [-6.0, -5.1], "homo_energy_ha": [-0.4528, -0.4516], "orbital_gap_ev": [6.32, 7.15], "multiplicity": 2, "s2": 0.83, "de_lowest_kj_mol": 30.1, "charge": 1}



Entry 4:
{"formula": "C3H7N3O", "method": "ωB97M-V with the def2-TZVPD basis set", "elements": ["C", "C", "C", "N", "N", "N", "O", "H", "H", "H", "H", "H", "H", "H"], "positions_angstrom": [[-0.52464, 1.23760, 0.61073], [1.37471, -0.72156, 0.60761], [-0.29615, -0.30232, 0.54892], [0.91652, -1.58226, -0.57550], [-0.37840, -0.85520, -0.81322], [-0.96535, 1.66193, -0.63957], [-0.30952, 1.98615, 1.51720], [1.94795, 0.12232, 0.30402], [1.68492, -1.27961, 1.45407], [-0.82198, -0.83521, 1.32442], [1.47038, -1.39584, -1.42909], [-1.22685, -1.57266, -0.90904], [-1.51867, 1.02579, -1.15321], [-1.35293, 2.51089, -0.84734]], "atomic_forces_ev_per_a": [[-0.900, -0.614, -2.092], [-5.119, 0.103, -2.406], [2.742, 1.162, 0.826], [0.282, 0.091, -0.881], [-0.857, -2.314, 0.784], [0.547, -1.811, 0.646], [0.475, 0.030, 1.009], [0.680, 0.522, 0.107], [0.392, -0.322, 0.588], [-0.304, -0.066, 0.244], [-0.209, -0.182, 0.779], [2.573, 1.590, 0.471], [0.209, -1.354, -0.617], [-0.510, 3.165, 0.543]], "mol_weight_da": 101.1, "lumo_energy_ev": 0.9, "homo_energy_ha": -0.3203, "orbital_gap_ev": 9.66, "de_lowest_kj_mol": 312.6}



Copy entry 4 word for word.
{"formula": "C3H7N3O", "method": "ωB97M-V with the def2-TZVPD basis set", "elements": ["C", "C", "C", "N", "N", "N", "O", "H", "H", "H", "H", "H", "H", "H"], "positions_angstrom": [[-0.52464, 1.23760, 0.61073], [1.37471, -0.72156, 0.60761], [-0.29615, -0.30232, 0.54892], [0.91652, -1.58226, -0.57550], [-0.37840, -0.85520, -0.81322], [-0.96535, 1.66193, -0.63957], [-0.30952, 1.98615, 1.51720], [1.94795, 0.12232, 0.30402], [1.68492, -1.27961, 1.45407], [-0.82198, -0.83521, 1.32442], [1.47038, -1.39584, -1.42909], [-1.22685, -1.57266, -0.90904], [-1.51867, 1.02579, -1.15321], [-1.35293, 2.51089, -0.84734]], "atomic_forces_ev_per_a": [[-0.900, -0.614, -2.092], [-5.119, 0.103, -2.406], [2.742, 1.162, 0.826], [0.282, 0.091, -0.881], [-0.857, -2.314, 0.784], [0.547, -1.811, 0.646], [0.475, 0.030, 1.009], [0.680, 0.522, 0.107], [0.392, -0.322, 0.588], [-0.304, -0.066, 0.244], [-0.209, -0.182, 0.779], [2.573, 1.590, 0.471], [0.209, -1.354, -0.617], [-0.510, 3.165, 0.543]], "mol_weight_da": 101.1, "lumo_energy_ev": 0.9, "homo_energy_ha": -0.3203, "orbital_gap_ev": 9.66, "de_lowest_kj_mol": 312.6}



What is the formula in the first record?
C21H25BIN3O2S